A.
{
  "formula": "C3H9N3O2",
  "method": "ωB97M-V with the def2-TZVPD basis set",
  "e_homo_ha": -0.3192,
  "charge": 0,
  "mol_weight_g_mol": 119.12,
  "multiplicity": 1,
  "elements": ["H", "N", "H", "C", "H", "H", "N", "C", "N", "C", "O", "H", "H", "H", "O", "H", "H"],
  "xyz": [[-0.09, 1.92, 1.98], [-0.32, -0.61, -1.35], [-1.32, 1.32, 0.81], [-1.56, -1.36, -1.49], [-1.41, -2.36, -1.07], [2.13, -0.07, 1.66], [2.12, 0.73, 1.04], [-0.42, 1.08, 1.37], [0.43, -0.72, -0.26], [1.00, 0.95, 0.29], [0.43, -1.77, 0.40], [2.98, 0.98, 0.60], [-0.53, 0.18, 1.97], [-1.80, -1.43, -2.54], [0.97, 1.70, -0.69], [-2.38, -0.87, -0.96], [-0.23, 0.31, -1.76]],
  "nbo_charge": [0.222, -0.358, 0.202, -0.453, 0.236, 0.392, -0.868, -0.692, 0.308, 0.670, -0.381, 0.391, 0.199, 0.221, -0.734, 0.211, 0.434]
}


B.
{
  "formula": "C3H9N3O2",
  "method": "ωB97M-V with the def2-TZVPD basis set",
  "e_homo_ha": [-0.3105, -0.3105],
  "charge": 0,
  "mol_weight_g_mol": 119.12,
  "multiplicity": 1,
  "elements": ["N", "O", "H", "C", "H", "H", "H", "C", "H", "H", "H", "N", "H", "H", "O", "C", "N"],
  "xyz": [[0.29, -0.51, -1.05], [1.93, 0.72, 1.84], [-1.53, 0.78, -0.43], [1.42, -0.07, -0.23], [-1.15, -1.14, 1.94], [2.70, 0.92, 1.26], [-0.25, 1.08, -2.10], [-1.75, -0.76, 1.12], [-0.93, 1.27, 1.17], [-2.72, -0.45, 1.52], [1.06, 0.32, -2.69], [0.97, 0.18, 0.98], [0.34, -1.50, -1.23], [-1.92, -1.55, 0.39], [2.55, 0.09, -0.70], [-1.12, 0.44, 0.51], [0.13, 0.16, -2.29]],
  "nbo_charge": [-0.477, -0.563, 0.186, 0.643, 0.252, 0.476, 0.337, -0.691, 0.204, 0.242, 0.364, -0.254, 0.379, 0.224, -0.689, 0.017, -0.649]
}


Q: Which of them is the most stable? A: A.


A.
{
  "formula": "C3H9N3O2",
  "method": "ωB97M-V with the def2-TZVPD basis set",
  "e_homo_ha": -0.3493,
  "charge": 0,
  "mol_weight_g_mol": 119.12,
  "multiplicity": 1,
  "elements": ["H", "H", "H", "N", "C", "H", "H", "C", "H", "H", "H", "N", "H", "O", "N", "C", "O"],
  "xyz": [[2.23, 0.54, -1.56], [3.24, -0.46, -0.48], [1.75, -1.14, -1.19], [-2.75, -0.51, -0.48], [0.02, 0.55, 0.04], [1.77, 2.08, 0.50], [-2.58, 0.37, -0.96], [-2.03, -0.55, 0.77], [0.55, -0.80, 1.05], [-2.39, 0.28, 1.39], [-2.26, -1.48, 1.28], [-0.57, -0.46, 0.67], [-2.45, -1.26, -1.10], [-0.32, 1.58, -0.49], [1.46, 0.19, 0.38], [2.22, -0.24, -0.79], [2.09, 1.30, 0.99]],
  "nbo_charge": [0.196, 0.219, 0.211, -0.824, 0.743, 0.469, 0.373, -0.056, 0.474, 0.191, 0.193, -0.679, 0.355, -0.643, -0.230, -0.434, -0.559]
}


B.
{
  "formula": "C3H9N3O2",
  "method": "ωB97M-V with the def2-TZVPD basis set",
  "e_homo_ha": -0.2884,
  "charge": 0,
  "mol_weight_g_mol": 119.12,
  "multiplicity": 1,
  "elements": ["C", "H", "C", "H", "H", "H", "H", "N", "N", "H", "O", "H", "C", "H", "O", "H", "N"],
  "xyz": [[1.80, 0.32, 0.40], [2.36, -0.97, 1.85], [-1.86, -0.73, 0.35], [-3.58, -1.00, -0.70], [-3.06, -2.31, 0.29], [1.73, 2.15, -1.99], [0.93, -1.36, 1.10], [-3.08, -1.32, 0.11], [1.05, 1.94, -1.26], [-0.84, 0.79, -0.19], [-1.76, 0.46, -0.23], [2.36, 1.11, 0.91], [1.20, 0.61, -0.75], [0.75, -0.15, -1.38], [-1.01, -1.24, 1.05], [1.16, 2.65, -0.56], [1.85, -0.95, 0.98]],
  "nbo_charge": [-0.012, 0.367, 0.893, 0.397, 0.400, 0.363, 0.418, -0.835, -0.849, 0.522, -0.698, 0.175, -0.177, 0.193, -0.686, 0.360, -0.832]
}


Q: Which of them is the most stable? A: B.


A.
{
  "formula": "C6H8N",
  "method": "ωB97M-V with the def2-TZVPD basis set",
  "e_homo_ha": -0.5256,
  "charge": 1,
  "mol_weight_g_mol": 94.14,
  "multiplicity": 1,
  "elements": ["N", "C", "H", "H", "H", "H", "H", "C", "H", "C", "C", "H", "C", "H", "C"],
  "xyz": [[-0.77, -0.52, 0.67], [0.15, -0.39, -0.91], [0.39, 0.82, 2.00], [1.81, 1.15, -0.42], [1.31, -2.40, -1.05], [-0.06, -2.72, 1.19], [0.26, 1.24, -2.47], [-0.13, 0.90, -1.45], [-1.73, -0.76, 0.83], [-0.11, -1.82, 0.56], [-0.17, 0.79, 1.00], [-1.07, 1.30, -1.57], [0.75, 0.83, -0.19], [-0.95, 1.52, 1.06], [0.55, -1.74, -0.57]],
  "nbo_charge": [-0.464, 0.309, 0.247, 0.286, 0.283, 0.258, 0.311, -0.457, 0.439, -0.031, -0.218, 0.265, -0.266, 0.247, -0.209]
}


B.
{
  "formula": "C6H8N",
  "method": "ωB97M-V with the def2-TZVPD basis set",
  "e_homo_ha": [-0.5419, -0.5419],
  "charge": 1,
  "mol_weight_g_mol": 94.14,
  "multiplicity": 1,
  "elements": ["C", "C", "N", "H", "H", "H", "C", "C", "H", "H", "H", "H", "C", "H", "C"],
  "xyz": [[1.30, 1.17, -0.53], [1.62, -0.03, 0.38], [0.56, 0.90, 0.63], [-2.33, 1.09, -0.64], [2.00, 2.00, -0.47], [2.55, 0.05, 0.93], [-0.89, -0.17, 0.17], [1.11, -1.32, 0.04], [-2.97, -0.35, 0.20], [0.88, 1.00, -1.51], [-2.29, 1.05, 1.10], [1.74, -2.20, -0.03], [-0.28, -1.35, -0.09], [-0.81, -2.25, -0.38], [-2.19, 0.42, 0.22]],
  "nbo_charge": [-0.132, -0.211, -0.291, 0.296, 0.250, 0.285, 0.485, 0.126, 0.279, 0.227, 0.299, 0.257, -0.391, 0.279, -0.757]
}


Q: Which of them is the most stable? A: B.